# 1
111
Properties=species:S:1:pos:R:3:mulliken_charge:R:1 method="wB97M-V/def2-TZVPD" homo_ev=-1.38 e_above_lowest_kcal_mol=39.8 charge=-2 total_energy_ha=-2607.38782
C -18.159 -21.621 -6.866 0.295
H -17.858 -18.632 -3.720 -0.046
H -24.782 -18.984 -3.827 0.350
H -18.463 -15.533 -4.161 0.278
C -16.165 -20.012 -0.813 0.025
C -19.786 -19.569 -3.552 0.720
H -18.813 -19.012 -12.548 0.309
H -21.097 -11.278 0.628 0.310
C -21.319 -18.097 -7.884 0.936
H -22.102 -13.200 -3.440 0.314
C -20.925 -24.369 -5.455 -0.943
H -22.343 -17.510 -4.720 -0.398
H -16.738 -21.952 -0.168 0.175
H -16.991 -23.312 -7.239 0.174
H -16.276 -20.133 -1.895 0.121
C -17.334 -24.454 -4.097 0.380
C -22.101 -14.093 -4.075 -0.019
C -19.214 -11.282 -2.748 -0.171
H -20.272 -17.803 -7.943 -0.451
H -22.350 -12.743 -5.769 0.377
H -19.790 -15.717 -6.423 -0.063
H -18.787 -21.822 -7.735 0.300
H -18.133 -20.514 -11.301 0.493
H -15.384 -21.097 -7.751 0.326
H -17.410 -16.762 -4.898 0.392
H -19.450 -20.238 -10.177 0.050
C -21.834 -23.553 -6.342 -0.379
C -17.401 -23.783 -2.704 -1.089
F -18.863 -10.602 -4.968 -0.293
H -22.275 -10.092 -0.190 0.255
F -19.880 -20.012 -4.872 -0.144
H -18.227 -14.976 -6.454 0.480
C -18.702 -14.803 -9.596 -1.078
C -23.102 -18.263 -4.922 0.274
H -21.548 -15.852 -4.085 -0.365
O -24.172 -17.084 -3.082 -0.502
O -17.308 -19.441 -0.205 -0.564
H -23.261 -18.876 -2.883 0.251
H -24.875 -16.688 -3.604 0.298
H -22.993 -18.211 -9.301 0.340
O -20.067 -11.243 -1.596 -0.115
H -16.657 -24.005 -1.939 0.387
H -18.278 -10.806 -2.385 0.010
H -17.091 -19.825 -9.233 0.140
H -22.785 -23.189 -5.921 0.284
H -16.047 -25.384 -5.135 0.302
H -21.843 -17.380 -7.257 -0.061
H -15.679 -21.208 1.018 0.345
H -16.155 -15.264 -11.526 0.288
C -20.288 -10.027 -0.954 -0.272
F -19.688 -9.066 -3.703 -0.311
H -21.800 -19.385 -9.617 0.222
C -23.902 -18.374 -3.600 -0.574
H -18.308 -13.919 -9.098 0.367
O -16.023 -21.748 -8.044 -0.574
H -16.915 -16.011 -9.372 0.239
C -17.551 -15.616 -10.173 0.312
H -17.902 -25.385 -4.052 0.434
H -18.016 -19.382 -0.868 0.290
O -19.002 -12.589 -2.988 -0.703
H -19.269 -14.526 -10.487 0.396
H -17.752 -23.726 -4.793 -0.409
H -15.303 -19.333 -0.777 0.246
H -18.614 -21.959 -5.936 -0.197
C -18.667 -19.735 -10.749 -0.369
O -15.965 -24.699 -4.463 -0.563
C -21.275 -10.298 0.194 -1.170
C -21.728 -13.581 -5.452 -1.013
C -18.885 -18.326 -3.433 -0.266
H -22.666 -19.215 -5.219 0.035
H -20.519 -17.814 -10.508 0.290
H -20.004 -24.521 -6.026 0.190
H -23.158 -14.406 -4.141 0.147
O -21.338 -17.429 -10.179 -0.563
C -17.702 -19.086 -9.765 -0.180
H -18.042 -20.534 -6.867 -0.015
H -22.041 -14.387 -6.137 0.359
O -16.729 -14.748 -10.959 -0.583
C -15.881 -21.288 -0.051 -1.005
C -21.911 -18.360 -9.248 -0.717
H -21.288 -19.037 -7.321 -0.094
H -18.142 -18.517 -8.943 -0.202
H -20.662 -13.420 -5.603 0.099
H -16.201 -22.281 -6.064 0.392
H -17.918 -16.433 -10.797 -0.039
O -19.305 -17.444 -4.501 0.444
H -21.294 -25.382 -5.269 0.455
H -20.758 -21.886 -6.251 0.207
F -19.282 -20.641 -2.911 -0.247
H -17.386 -22.706 -2.867 0.134
O -19.125 -18.760 -11.679 -0.565
C -18.729 -15.931 -6.276 -0.238
O -21.224 -22.425 -6.903 -0.461
C -19.689 -10.426 -3.916 0.861
H -22.154 -24.139 -7.212 0.291
H -16.934 -18.441 -10.195 0.395
O -21.327 -15.112 -3.506 -0.253
C -18.437 -16.373 -4.856 -0.935
H -21.207 -9.561 1.004 0.360
H -23.732 -17.906 -5.741 0.553
H -20.783 -9.329 -1.645 0.249
F -21.059 -19.380 -3.196 -0.263
F -20.922 -10.691 -4.458 -0.281
H -19.401 -9.477 -0.604 0.285
H -14.965 -21.793 -0.390 0.320
H -18.349 -24.039 -2.225 0.350
H -19.319 -15.369 -8.903 0.167
C -16.797 -22.262 -6.981 -0.623
O -18.889 -17.701 -2.262 -0.921
H -20.658 -24.003 -4.462 0.273
H -18.368 -16.663 -7.002 -0.053

# 2
10
Properties=species:S:1:pos:R:3:mulliken_charge:R:1 method="wB97M-V/def2-TZVPD" homo_ev="-5.61 / -5.04" e_above_lowest_kcal_mol=54.3 charge=-1 total_energy_ha=-967.60870
O -1.836 -0.055 -2.341 -0.470
C -0.065 0.540 0.118 -0.033
O 0.267 0.774 2.529 -0.624
F 0.687 1.626 -0.110 -0.216
O 0.098 -0.972 -2.719 -0.475
H -1.111 0.703 0.018 0.363
N -0.729 -0.389 -2.108 0.652
O 2.091 -0.503 1.304 -0.641
O -0.083 -1.490 1.732 -0.692
S 0.680 -0.232 1.578 1.136

# 3
16
Properties=species:S:1:pos:R:3:mulliken_charge:R:1 method="wB97M-V/def2-TZVPD" s2=2.002 homo_ev="-18.92 / -18.92" charge=+2 total_energy_ha=-1641.42176 multiplicity=3
H -4.330 -0.445 2.825 0.246
C 1.202 -1.835 -0.137 0.088
O -2.702 -1.176 1.876 -0.244
O -0.851 -1.989 1.188 -0.253
O 0.669 -1.449 -1.151 -0.514
C 0.552 -1.792 1.223 -0.425
C -1.672 -0.976 1.127 0.927
H -4.170 0.073 1.109 0.313
H 0.954 -2.606 1.838 0.375
O -1.502 0.043 0.456 -0.527
H -3.116 0.805 2.372 0.331
Tm -0.845 0.974 -1.494 2.030
F -1.669 0.950 -3.313 -0.485
H 2.264 -2.149 -0.123 0.439
C -3.640 -0.101 2.051 -0.660
H 0.820 -0.840 1.710 0.360

# 4
6
Properties=species:S:1:pos:R:3:mulliken_charge:R:1 method="wB97M-V/def2-TZVPD" s2=0.766 homo_ev="-12.18 / -11.89" e_above_lowest_kcal_mol=51.9 charge=+1 total_energy_ha=-1355.04118 multiplicity=2
C 1.103 -1.082 -0.209 -0.213
H 1.060 -2.059 0.296 0.202
Li 3.538 -1.316 -1.644 0.928
Yb -0.729 0.239 0.248 1.437
O 2.010 -0.730 -0.954 -0.672
O -2.138 1.297 1.078 -0.682

# 5
14
Properties=species:S:1:pos:R:3:mulliken_charge:R:1 method="wB97M-V/def2-TZVPD" s2=2.012 homo_ev="-11.23 / -14.89" e_above_lowest_kcal_mol=110.3 charge=+1 total_energy_ha=-249.52025 multiplicity=3
H -1.050 1.752 -0.178 0.226
H 0.768 2.123 0.149 0.384
H 1.924 -0.772 1.778 0.383
C -0.694 -0.800 -0.390 -0.400
C 0.039 1.372 -0.015 -0.883
C 0.446 0.097 0.016 0.499
C 2.049 -0.071 -0.452 -0.375
H -0.627 -1.918 -0.112 0.353
H -1.986 -0.796 1.108 0.299
H -2.595 0.034 -0.161 0.296
H 2.386 0.146 -1.424 0.477
H -0.701 -0.576 -1.399 0.304
C 1.785 -0.394 0.746 -0.345
N -1.745 -0.196 0.334 -0.218

# 6
265
Properties=species:S:1:pos:R:3:mulliken_charge:R:1 method="wB97M-V/def2-TZVPD" s2=0.750 homo_ev="0.54 / -6.61" charge=-1 total_energy_ha=-4738.59422 multiplicity=2
H -3.140 -0.147 -0.820 -0.970
O 2.063 -4.441 0.036 0.607
C -2.043 -3.537 6.851 -0.317
H -6.036 -3.931 -3.426 0.398
H -0.818 -5.231 -4.474 0.137
C 1.491 -4.849 3.805 -3.328
H 4.310 -4.388 -3.389 0.210
H 1.251 6.232 5.909 0.179
H 7.433 5.115 5.107 0.337
C 2.028 -5.150 1.253 -3.082
H 3.495 -1.914 1.329 -0.429
C -3.863 2.915 -0.376 -0.299
C 1.120 -1.174 0.083 0.958
C -4.673 3.455 1.770 1.128
C -3.505 -1.422 9.781 -1.050
C -0.777 6.238 4.159 -0.982
C -2.789 -0.840 -4.042 -0.222
C 4.122 4.278 2.164 -0.513
C -0.685 3.839 3.135 -0.997
O -1.044 -0.400 4.246 0.880
H 7.568 -2.412 0.366 0.325
H -6.400 -1.863 -5.472 0.400
H -3.083 4.410 -5.238 0.369
H -3.653 -2.755 -9.109 0.493
C -1.793 -4.616 -2.088 -2.011
H 1.445 3.113 -1.528 0.154
H -2.116 -1.589 -3.622 -0.045
H -2.236 -6.219 -4.043 0.436
H -4.997 5.997 1.506 0.303
H 6.333 -5.509 -4.011 0.496
H 1.599 -6.144 1.126 0.441
H 2.027 3.028 0.995 0.316
C -2.509 -5.002 -5.752 -0.425
O -6.192 8.440 1.641 -0.322
C -3.028 2.166 5.326 -1.223
C 1.131 -2.072 -5.525 0.866
N -3.322 0.558 7.084 -0.676
H -5.689 6.636 4.313 0.392
N -2.675 -0.089 1.786 0.410
C 6.251 -0.397 1.832 -1.480
H 1.783 -3.289 2.415 -1.067
H -1.302 7.192 4.204 0.398
C 4.794 5.258 3.103 -0.640
H -8.327 -3.049 -8.715 0.370
C 4.294 -1.913 -2.421 0.740
H 6.618 -1.616 -0.841 -0.141
H -4.480 8.427 2.941 0.361
H -2.099 0.445 2.421 -0.758
H -2.840 3.234 -0.178 0.044
C -4.660 -2.220 -3.611 -0.185
H 7.043 6.224 3.776 0.317
H -4.079 3.190 -1.408 0.261
H 2.534 -4.829 -1.988 -0.005
N 5.848 4.584 3.850 -0.282
H 0.351 0.932 -2.007 0.309
O -3.923 -1.475 -4.652 -0.532
H -2.883 2.352 4.261 -0.227
H -5.307 -3.794 -4.969 -0.024
C -3.601 -3.644 3.406 -1.806
H -0.027 7.342 6.416 0.308
H -6.002 -1.923 3.208 0.229
C 6.621 5.564 4.534 -0.750
H 3.327 -1.884 -6.122 0.267
C -2.669 -1.043 -0.415 -0.488
C -5.542 8.186 2.893 -0.758
H -5.031 -1.412 -2.980 0.511
H -0.687 0.929 5.784 0.451
H 0.300 -2.854 -3.585 -0.245
H -4.945 10.024 0.970 0.333
H -1.326 -1.512 1.307 -0.890
H -1.949 -1.462 -1.119 -0.277
H -3.426 -1.796 -0.198 0.554
C 6.518 -4.541 -3.545 -1.239
C 5.995 6.406 5.706 -0.440
O -2.248 4.352 -3.308 -0.206
O -8.106 -1.628 -7.231 -0.369
C -5.706 -3.190 -4.154 -0.473
C 4.082 -1.418 2.102 -0.564
O 7.035 7.224 6.294 -0.356
H -2.017 -4.612 4.603 0.808
H 4.108 5.747 3.794 0.250
H -3.222 -0.161 -3.307 0.346
C -2.876 5.041 -4.374 -0.935
H -5.533 -3.140 1.997 0.406
H -2.468 4.933 3.771 0.135
H -5.043 2.464 2.033 0.508
H 2.968 1.117 -3.315 0.153
C -7.810 -3.216 -5.256 -0.606
H -2.254 5.772 -4.891 0.345
H -9.117 -1.572 -5.492 0.332
H -2.195 -0.297 -4.778 0.253
N -2.004 -3.724 -6.276 0.782
H 10.737 -4.087 -5.303 0.459
O -2.360 -4.312 -3.375 0.611
H -1.842 -4.382 -8.346 0.712
C -2.545 -3.043 8.263 -1.145
H 11.432 -0.702 -4.335 0.244
C 7.315 -0.220 0.754 1.154
C -1.395 0.136 5.543 -0.954
H 5.307 7.124 5.261 0.363
H 2.528 -0.488 -5.304 0.132
C -5.248 -2.201 2.472 -1.136
H -3.243 -0.360 7.498 0.511
O -4.756 3.707 0.352 -0.536
H 3.991 -1.349 -3.303 0.117
C 2.538 2.486 1.791 0.508
H -6.957 -3.375 -7.771 0.147
C 7.460 -1.466 -0.166 -0.928
H -2.406 -5.408 -1.657 0.702
H 0.467 -1.107 3.081 -0.163
H 6.838 -4.834 -2.546 0.405
H 7.031 0.696 0.237 0.074
H -1.205 -0.582 6.341 0.430
H -0.074 -3.754 1.125 -0.732
H 6.273 7.248 8.145 0.331
H 5.409 5.829 6.421 0.406
H -1.955 -3.778 -1.411 0.005
N -6.756 -2.384 -4.683 -0.361
H -2.826 -1.518 10.629 0.326
H 7.652 -2.818 -3.851 0.245
H 5.710 2.579 -1.376 0.433
C 8.833 -4.371 -4.308 -0.719
H 0.454 -1.819 4.746 -0.003
H -0.959 3.069 -1.598 -0.039
H 1.907 1.807 2.365 -0.268
C -5.823 6.733 3.236 -0.798
H 9.367 -3.239 -6.047 0.354
C -3.584 -3.118 -8.084 -0.670
H 8.692 -5.352 -4.761 0.420
H 0.270 -1.432 -5.721 0.010
H -3.135 -0.808 2.326 -0.162
C -2.851 0.676 5.672 0.849
H -4.005 1.834 -0.384 0.258
C -8.754 -2.374 -6.136 -0.698
C 1.495 2.549 -2.459 -0.613
H -3.408 -3.666 8.501 0.383
C 1.212 -2.431 -4.007 0.759
H 5.408 1.083 -2.136 0.413
H 9.161 0.324 0.572 0.310
H 8.562 0.831 1.906 0.301
C -5.469 4.474 2.693 -1.517
H -2.667 1.085 7.645 0.299
C -4.376 -5.120 -9.006 -0.984
H -3.844 5.442 -4.071 0.264
H -0.567 -4.983 2.110 0.491
C -1.529 5.174 3.274 1.362
C 4.950 1.801 -1.456 -0.553
H -0.151 0.745 1.369 -0.035
H -3.518 0.015 5.119 -0.251
O 3.805 2.417 -1.999 -0.497
H 1.600 3.264 -3.275 0.316
C 1.301 -4.266 2.402 5.884
C 2.399 -1.328 -5.987 -1.356
H -6.883 6.572 3.039 0.343
H -1.074 1.272 0.164 -0.395
H -6.549 4.339 2.653 0.516
H -2.277 2.730 5.880 0.359
H 4.621 -1.134 -1.733 -0.597
H -1.133 -3.039 6.516 0.122
N -4.945 5.853 2.504 0.150
H 0.216 6.295 3.713 0.338
H -3.645 3.413 2.128 -1.029
H -1.721 1.850 -2.397 0.061
C 5.193 -3.775 -3.573 0.048
O -0.657 5.689 5.448 -0.175
O 0.201 -0.228 -0.494 0.686
H 2.067 -3.081 -3.819 -0.022
H -1.426 -2.769 -8.013 0.331
H 2.039 -0.683 0.403 0.012
C 6.518 7.980 7.375 -0.762
C 0.300 -0.925 4.143 -0.608
H -2.257 -5.812 -6.437 0.598
H -1.848 -3.331 9.051 0.443
H -5.170 -5.853 -8.864 0.270
H -8.325 -3.826 -4.514 0.496
C -2.153 -3.533 -7.738 -1.127
H 1.056 -0.212 4.472 0.304
H -0.230 4.071 -4.008 0.367
H -4.048 2.497 5.517 0.403
O 4.955 -0.608 1.309 0.443
H 1.365 -1.906 -0.688 -0.123
H -3.138 -2.303 5.764 0.136
H 12.044 -2.101 -5.001 0.307
H 1.052 -4.270 4.617 -0.085
H 2.544 -4.971 4.060 0.538
H 5.266 6.024 2.488 0.495
H -1.239 3.035 2.650 -0.620
H 3.328 1.863 1.371 -0.196
C -7.501 -2.542 -8.216 -0.515
H 10.750 -1.255 -5.979 0.302
H 3.421 -2.244 -1.859 -0.214
H -3.854 -0.391 9.720 0.323
C 2.693 1.622 -2.389 0.834
H -2.909 6.115 2.169 0.613
H 2.259 -0.758 -6.905 0.455
H -7.423 -3.971 -5.940 0.161
H 3.772 -5.215 -0.735 0.400
O 3.132 3.436 2.751 -0.444
H -3.937 -2.767 -3.007 0.127
H -4.463 -1.935 9.856 0.377
H 8.435 -1.334 -0.636 0.430
H -2.205 -2.873 -5.772 -0.330
H 2.395 -6.258 -0.999 0.477
O -3.964 -2.291 3.121 -0.017
H 6.534 -1.201 2.512 0.411
C 0.245 6.290 6.323 -0.699
H 4.639 -2.224 2.580 0.508
H -6.855 -1.938 -8.853 0.224
H 3.056 -5.146 1.614 0.110
H 6.249 0.443 2.526 0.212
H -1.689 -3.003 4.034 -0.720
O -4.484 -4.145 -7.951 -0.128
H 4.969 -3.377 -4.563 0.142
N 7.523 -3.733 -4.260 -0.306
C -1.136 3.556 -3.690 -0.923
C -5.975 9.739 1.183 -0.840
C 11.123 -1.518 -4.989 -0.783
C 2.711 -5.216 -0.985 -2.003
O 10.122 -2.343 -4.373 -0.238
O 5.401 -2.794 -2.533 -0.075
H -5.205 4.241 3.725 0.351
H -2.371 4.758 1.592 -0.278
H 9.276 -4.491 -3.319 0.306
H 0.134 5.841 7.310 0.224
H -6.585 9.936 0.302 0.279
H -4.530 -4.673 -9.988 0.389
N -2.046 5.613 2.021 -0.805
C -1.802 -0.663 0.817 3.621
H 0.109 -3.455 -6.403 0.128
C -0.895 2.544 -2.551 0.076
H -3.864 -2.347 -7.365 0.272
H -0.210 3.516 4.061 0.421
H -4.417 -4.265 3.777 0.369
H 3.600 4.935 1.468 0.360
H 0.101 3.983 2.395 0.535
H 4.829 3.668 1.601 0.137
H 1.526 -1.559 -3.433 -0.484
C -2.478 -3.639 4.437 0.420
N -3.013 -3.306 5.761 -0.173
H 7.216 8.726 7.755 0.257
H 2.516 0.811 -1.683 -0.644
H -5.211 -1.422 1.711 0.273
H -6.057 8.916 3.518 0.529
H -9.567 -3.035 -6.436 0.382
H 5.312 4.100 4.556 0.268
O -2.896 -1.696 8.524 -0.305
N 8.619 -0.013 1.355 -0.820
H -3.484 -5.747 -8.993 0.307
C -1.902 -5.232 -4.362 -0.891
N 0.327 1.709 -2.651 0.083
H -1.829 -4.605 6.875 0.489
C -0.663 0.321 0.505 -0.519
H -3.596 -4.926 -5.719 -0.125
C 9.836 -3.507 -5.100 -0.642
H 5.527 8.394 7.189 0.299
N -0.075 -4.102 2.074 0.235
H 3.527 -0.931 2.905 0.095
H 4.812 1.334 -0.481 -0.045
O 1.038 -3.244 -6.288 -0.720
H -3.282 -4.038 2.441 0.480
H 0.886 -1.761 0.971 -1.214
H -6.285 10.578 1.806 0.314
H 1.051 -5.842 3.903 0.876
H -1.342 2.887 -4.525 0.344
H -0.734 -4.868 -2.133 0.405